# 1
Formula: C4H8O2
Source: the OMol25 dataset
Level of theory: the ωB97M-V functional and the def2-TZVPD basis

Properties
**E**: -8371.274 eV

Element x y z (Å)
C 1.565 -0.557 -0.181
C -0.869 0.210 0.565
C -1.442 0.811 -0.694
C 0.846 0.489 0.569
O 0.650 -1.784 -0.148
O 1.290 1.471 1.130
H 0.929 -2.438 0.526
H 2.515 -0.819 0.286
H 1.673 -0.297 -1.234
H -1.265 -0.780 0.788
H -1.114 0.798 1.451
H -2.529 0.922 -0.603
H -1.011 1.795 -0.895
H -1.237 0.178 -1.562

Results of the Mulliken charge analysis, in e, for atoms 1 through 4: C -0.445; C -0.322; C -1.052; C 0.502

=====

# 2
Formula: C4H8O2
Source: the OMol25 dataset
Level of theory: the ωB97M-V functional and the def2-TZVPD basis

Properties
**E**: -8367.572 eV

Element x y z (Å)
O -1.838 -1.156 1.001
C -1.287 0.107 0.649
C 0.108 -0.120 0.102
C 0.510 -0.197 -1.380
O 1.637 0.695 -1.110
C 1.376 0.703 0.238
H -2.756 -1.019 1.267
H -1.224 0.765 1.529
H -1.959 0.611 -0.074
H 0.992 -0.675 0.700
H 0.875 -1.175 -1.721
H -0.141 0.242 -2.154
H 2.256 -0.224 0.876
H 1.566 1.572 0.846

Results of the Mulliken charge analysis, in e, for atoms 1 through 4: O -0.495; C -0.429; C 0.212; C -0.390

=====

# 3
Formula: C4H8O2
Source: the OMol25 dataset
Level of theory: the ωB97M-V functional and the def2-TZVPD basis

Properties
**E**: -8368.979 eV

Element x y z (Å)
C -1.863 -0.100 0.161
C -0.431 0.109 -0.435
C 0.769 1.079 -0.110
C 1.451 -0.875 0.279
H -2.569 0.766 -0.203
H -1.784 0.185 1.264
H -2.031 -1.051 -0.278
H -0.580 -0.065 -1.436
H 0.990 1.868 -0.848
H 0.600 1.594 0.753
H 2.190 -1.686 0.142
H 1.252 -0.620 1.367
O 1.861 0.211 -0.236
O 0.145 -1.415 -0.419

Results of the Mulliken charge analysis, in e, for atoms 1 through 4: C -1.052; C 0.226; C -0.549; C -0.174

=====

# 4
Formula: C4H8O2
Source: the OMol25 dataset
Level of theory: the ωB97M-V functional and the def2-TZVPD basis

Properties
**E**: -8370.308 eV

Element x y z (Å)
C 0.469 1.593 -0.740
C 0.101 1.034 0.604
C -0.340 -1.237 -0.240
O -0.839 -2.376 0.419
C 0.124 -0.356 0.922
O 1.323 0.361 1.159
H 1.101 2.442 -0.472
H -0.380 1.960 -1.322
H 1.073 0.914 -1.353
H -0.637 1.611 1.169
H -1.168 -0.764 -0.831
H 0.459 -1.412 -0.970
H -1.008 -3.069 -0.219
H -0.277 -0.702 1.874

Results of the Mulliken charge analysis, in e, for atoms 1 through 4: C -1.240; C 0.091; C -0.433; O -0.494

=====

# 5
Formula: C4H8O2
Source: the OMol25 dataset
Level of theory: the ωB97M-V functional and the def2-TZVPD basis

Properties
**E**: -8371.804 eV

Element x y z (Å)
C 1.660 -0.881 -0.523
C 0.606 -0.413 0.438
O 0.591 0.961 0.883
C -0.456 0.518 0.047
O -0.467 1.110 -1.207
C -1.852 0.370 0.586
H 1.382 -1.886 -0.858
H 2.647 -0.943 -0.057
H 1.722 -0.248 -1.412
H 0.391 -1.109 1.251
H 0.385 1.559 -1.294
H -2.383 -0.385 -0.002
H -2.410 1.306 0.525
H -1.818 0.041 1.625

Results of the Mulliken charge analysis, in e, for atoms 1 through 4: C -1.137; C -0.122; O -0.509; C 0.960

=====

# 6
Formula: C4H8O2
Source: the OMol25 dataset
Level of theory: the ωB97M-V functional and the def2-TZVPD basis

Properties
**Charge**: +1
**2S+1**: 2
**E**: -8361.655 eV

Element x y z (Å)
C 1.667 -1.699 -1.590
C 1.620 -0.534 -0.944
C 0.522 0.271 -0.528
C 0.617 1.298 0.375
O -0.490 1.789 1.129
H 2.710 -2.132 -1.651
H 0.881 -2.437 -1.931
H 2.544 -0.041 -0.730
H -0.310 0.032 -1.012
H 1.493 1.930 0.633
H -0.106 2.462 1.752
H -2.157 -1.120 0.784
H -3.446 -0.250 0.608
O -3.030 -1.097 1.079

Results of the Mulliken charge analysis, in e, for atoms 1 through 4: C -0.667; C 0.088; C -0.154; C -0.087

=====

Table of ΔE to the lowest compared entry with this formula, charge and spin (eV), in record order: 2.008, 5.709, 4.303, 2.973, 1.478, 1.572